1.
Density functional theory data (wB97M-V/def2-TZVPD) for C8H16IN as an isolated structure in a non-equilibrium geometry.

The calculation puts the total energy at -18138.923 eV. For the highest occupied orbital energy, the calculation gives -4.20 eV.

```
! wB97M-V def2-TZVPD RIJCOSX def2/J DEFGRID3
* xyz 0 1
C 2.020 0.083 1.748
C 1.941 0.785 0.430
C 1.692 0.123 -0.947
C 0.180 -0.244 -1.175
C -0.267 -1.444 -0.289
C -1.834 -1.476 -0.150
C -2.256 -0.154 0.619
C -1.417 1.106 0.200
N -0.699 0.956 -1.085
H 1.156 0.176 2.466
H 2.833 -0.588 2.077
H 2.101 1.877 0.419
H 1.925 0.881 -1.742
H 2.330 -0.767 -1.156
H 0.122 -0.595 -2.243
H 0.177 -1.458 0.728
H 0.064 -2.368 -0.818
H -2.134 -2.345 0.464
H -2.249 -1.514 -1.187
H -2.007 -0.341 1.688
H -3.350 0.010 0.504
H -2.145 1.943 0.062
H -0.757 1.440 1.026
H -0.078 1.780 -1.189
H -1.310 0.955 -1.904
I 3.960 1.183 1.456
*
```

***

2.
Density functional theory data (wB97M-V/def2-TZVPD) for a 2-piece molecular cluster, C8H16N overall in a non-equilibrium geometry.

The calculation puts the total energy at -10034.667 eV. For the highest occupied orbital energy, the calculation gives -13.72 eV.

```
! wB97M-V def2-TZVPD RIJCOSX def2/J DEFGRID3
* xyz 1 1
C -2.740 1.215 0.532
C -3.459 0.257 -0.056
C 0.741 1.449 -0.206
C 1.709 0.369 -0.749
C 0.618 -0.721 -0.414
C -4.021 -0.794 -0.536
C 3.128 0.304 -0.111
C 1.103 -1.828 0.353
N -0.108 0.402 0.354
H -2.453 2.188 -0.002
H -2.949 1.321 1.666
H 1.170 1.938 0.707
H 0.399 1.976 -1.147
H 1.809 0.566 -1.757
H -3.376 -1.630 -0.540
H -5.092 -0.892 -0.282
H 0.090 -0.971 -1.295
H 3.561 -0.638 -0.185
H 3.119 0.549 0.966
H 3.959 0.896 -0.685
H 2.108 -2.297 -0.112
H 0.426 -2.619 0.539
H 1.449 -1.509 1.412
H 0.006 0.015 1.321
H -1.198 0.453 0.227
*
```

***

3.
Density functional theory data (wB97M-V/def2-TZVPD) for a 2-piece molecular cluster, C8H16N2 overall in a non-equilibrium geometry.

The calculation puts the total energy at -11531.239 eV. For the highest occupied orbital energy (alpha / beta), the calculation gives -7.68 / -7.68 eV.

```
! wB97M-V def2-TZVPD RIJCOSX def2/J DEFGRID3
* xyz 0 1
C -2.109 -2.376 -0.297
C -2.497 -0.935 -0.191
C 2.372 -0.416 1.118
C 3.026 0.268 0.192
C -1.680 0.058 0.029
C 1.004 -0.999 1.034
C 2.549 0.641 -1.175
C -1.137 2.180 -0.851
N -1.544 1.923 1.399
N -1.554 1.327 0.256
H -1.051 -2.519 -0.104
H -2.342 -2.760 -1.291
H -3.564 -0.748 -0.331
H 2.868 -0.592 2.066
H 4.027 0.615 0.418
H 0.595 -0.932 0.032
H 1.020 -2.043 1.349
H -2.678 -2.961 0.426
H 1.537 0.294 -1.367
H 3.212 0.218 -1.929
H 2.576 1.726 -1.288
H -0.093 2.467 -0.725
H -1.273 1.656 -1.794
H -1.747 3.083 -0.826
H -1.857 1.291 2.135
H 0.338 -0.467 1.715
*
```

***

4.
Density functional theory data (wB97M-V/def2-TZVPD) for one molecule with the formula C8H16N2 in a non-equilibrium geometry.

The calculation puts the total energy at -11529.622 eV. For the highest occupied orbital energy (alpha / beta), the calculation gives -7.52 / -7.68 eV.

```
! wB97M-V def2-TZVPD RIJCOSX def2/J DEFGRID3
* xyz 0 1
C 0.744 -1.514 0.167
C -0.012 -0.524 0.063
C 2.246 -1.308 0.319
C -1.461 1.233 -0.810
C -1.488 0.561 1.706
C -2.441 -0.952 0.128
C 1.971 1.036 -1.596
C -1.347 0.058 0.249
N 2.627 0.048 0.430
N 1.885 1.010 -0.224
H 0.479 -2.569 -0.029
H 2.528 -1.769 1.374
H 2.825 -1.900 -0.435
H -0.994 2.071 -0.468
H -0.898 0.939 -1.720
H -2.543 1.298 -0.975
H -2.422 1.109 1.881
H -0.717 1.385 1.813
H -1.122 -0.174 2.515
H -2.412 -1.612 0.892
H -2.441 -1.462 -0.893
H -3.469 -0.540 0.087
H 0.964 1.275 -2.028
H 2.586 1.805 -2.030
H 2.318 0.079 -1.877
H 2.593 0.416 1.461
*
```

***

5.
Density functional theory data (wB97M-V/def2-TZVPD) for one molecule with the formula C8H16N2O2 in a non-equilibrium geometry.

The calculation puts the total energy at -15626.728 eV. For the highest occupied orbital energy, the calculation gives -8.31 eV.

```
! wB97M-V def2-TZVPD RIJCOSX def2/J DEFGRID3
* xyz 0 1
C -2.098 -1.107 -0.296
N -1.274 -0.597 0.874
C -0.240 0.275 0.283
O -0.751 0.957 -0.854
C -1.638 2.060 -0.692
C 0.391 1.102 1.439
C 1.816 1.198 1.064
N 2.183 0.421 0.065
O 3.249 0.322 -0.510
C 0.959 -0.497 -0.239
C 1.254 -1.764 0.650
C 1.007 -0.900 -1.650
H -3.001 -1.461 0.038
H -2.232 -0.325 -1.067
H -1.490 -1.996 -0.610
H -1.858 -0.146 1.605
H -1.852 2.073 0.463
H -2.611 1.970 -1.172
H -1.087 2.922 -0.991
H 0.116 0.591 2.335
H 0.057 2.154 1.570
H 2.414 1.925 1.390
H 1.199 -1.501 1.734
H 2.190 -2.225 0.290
H 0.325 -2.458 0.451
H 1.961 -1.123 -1.874
H 0.728 -0.157 -2.401
H 0.285 -1.713 -1.895
*
```

***

6.
Density functional theory data (wB97M-V/def2-TZVPD) for a 2-piece molecular cluster, C8H16N2O4 overall in a non-equilibrium geometry.

The calculation puts the total energy at -19720.226 eV. For the highest occupied orbital energy (alpha / beta), the calculation gives -5.42 / -9.38 eV.

```
! wB97M-V def2-TZVPD RIJCOSX def2/J DEFGRID3
* xyz 0 3
C 1.949 2.709 0.262
C 2.877 -1.763 -0.085
C -2.101 -0.216 -1.194
C -1.856 -0.804 1.177
C -1.231 1.532 0.507
C 2.544 -0.234 -0.086
C 1.173 -0.095 0.472
C -1.208 0.060 0.106
N 0.978 -0.309 1.801
N 2.560 0.185 -1.523
O 3.353 -2.282 -1.191
O 3.091 2.754 0.582
O 2.698 -2.441 0.871
O 0.051 -0.331 -0.329
H 1.347 3.677 0.050
H -1.962 0.612 -1.939
H -1.607 -0.972 -1.739
H -3.126 -0.517 -0.923
H -2.938 -1.195 0.968
H -1.893 -0.313 2.072
H -1.327 -1.665 1.279
H -0.734 2.060 -0.393
H -2.287 1.886 0.781
H -0.658 1.776 1.434
H 3.493 0.268 0.334
H 1.825 -0.063 2.434
H 0.027 -0.309 2.249
H 1.780 -0.154 -1.970
H 3.552 -1.535 -1.851
H 2.847 1.107 -1.810
*
```

***

7.
Density functional theory data (wB97M-V/def2-TZVPD) for an isolated ion of composition C8H16N3 and charge +1 in a non-equilibrium geometry.

The calculation puts the total energy at -13016.599 eV. For the highest occupied orbital energy, the calculation gives -13.49 eV.

```
! wB97M-V def2-TZVPD RIJCOSX def2/J DEFGRID3
* xyz 1 1
C 1.253 -1.565 -1.096
C 1.122 -1.267 0.365
C 2.219 -0.266 0.856
C 2.121 1.020 0.094
C 0.763 1.603 0.115
N -0.370 0.676 0.122
C -1.674 1.267 -0.138
C -2.712 0.199 -0.524
C -2.545 -0.865 0.550
N -1.232 -1.371 0.689
N -0.282 -0.627 0.399
H 2.004 -2.305 -1.203
H 1.446 -0.629 -1.802
H 0.236 -1.895 -1.404
H 1.140 -2.139 1.046
H 3.176 -0.694 0.529
H 2.288 -0.160 1.914
H 2.722 1.912 0.551
H 2.482 0.960 -0.924
H 0.657 2.203 1.080
H 0.625 2.249 -0.766
H -1.623 1.881 -1.008
H -1.869 2.015 0.724
H -2.372 -0.328 -1.488
H -3.648 0.565 -0.654
H -2.800 -0.576 1.594
H -3.127 -1.860 0.379
*
```

***

8.
Density functional theory data (wB97M-V/def2-TZVPD) for C8H16N3 as an isolated structure in a non-equilibrium geometry.

The calculation puts the total energy at -13016.854 eV. For the highest occupied orbital energy, the calculation gives -13.13 eV.

```
! wB97M-V def2-TZVPD RIJCOSX def2/J DEFGRID3
* xyz 1 1
C 0.240 1.706 0.439
C 0.670 -0.688 -1.163
C -0.011 0.554 -1.674
C -0.547 -0.573 0.944
C 0.729 3.042 0.835
C 1.125 -1.600 -2.157
C 0.157 -1.778 1.646
C -1.959 -0.359 1.472
N 0.045 0.707 1.212
N -0.125 1.661 -0.899
N -0.624 -0.870 -0.519
H 1.454 -0.581 -0.422
H -0.282 0.543 -2.750
H 0.532 3.245 1.962
H 0.256 3.725 0.250
H 1.795 3.232 0.671
H 2.106 -1.260 -2.729
H 0.516 -1.881 -2.971
H 1.440 -2.611 -1.824
H -0.382 -2.760 1.774
H 0.612 -1.426 2.529
H 1.033 -2.262 1.018
H -2.126 -0.087 2.488
H -2.462 -1.373 1.321
H -2.318 0.524 0.838
H -0.467 2.546 -1.343
H -1.408 -1.373 -0.949
*
```